1.
{
  "formula": "C52H42AsGeN3OS2Sc",
  "method": "ωB97M-V/def2-TZVPD",
  "symbols": ["Sc", "C", "C", "C", "C", "N", "C", "C", "C", "C", "C", "C", "N", "H", "H", "H", "H", "H", "H", "H", "H", "O", "N", "C", "C", "C", "C", "C", "S", "H", "H", "H", "H", "S", "C", "C", "C", "C", "C", "C", "As", "C", "C", "C", "C", "C", "C", "C", "C", "C", "C", "C", "C", "H", "H", "H", "H", "H", "H", "H", "H", "H", "H", "H", "H", "H", "H", "C", "Ge", "C", "C", "C", "C", "C", "C", "C", "C", "C", "C", "C", "C", "C", "C", "C", "C", "C", "C", "H", "H", "H", "H", "H", "H", "H", "H", "H", "H", "H", "H", "H", "H", "H", "H"],
  "xyz": [[0.484, -0.406, 0.125], [-3.842, -0.109, 0.961], [-4.419, 0.029, -0.352], [-3.613, -0.011, -1.435], [-2.192, -0.196, -1.309], [-1.640, -0.317, -0.008], [-2.496, -0.269, 1.047], [-1.294, -0.233, -2.346], [-1.629, -0.099, -3.738], [-0.674, -0.092, -4.692], [0.703, -0.241, -4.306], [0.984, -0.383, -2.983], [0.066, -0.381, -1.980], [-4.449, -0.077, 1.855], [-5.486, 0.175, -0.468], [-4.035, 0.098, -2.426], [-2.015, -0.372, 2.018], [-2.672, -0.007, -4.016], [-0.942, 0.009, -5.738], [1.500, -0.255, -5.036], [2.009, -0.521, -2.648], [0.499, -0.327, 2.175], [1.131, 0.253, 3.169], [0.736, -0.127, 4.409], [1.347, 0.340, 5.534], [2.402, 1.247, 5.387], [2.762, 1.651, 4.130], [2.122, 1.159, 2.978], [2.727, 1.715, 1.449], [-0.080, -0.832, 4.391], [1.003, 0.006, 6.501], [2.908, 1.650, 6.254], [3.538, 2.385, 3.973], [2.958, -1.356, -0.121], [3.081, -3.049, -0.577], [4.334, -3.529, -0.998], [4.528, -4.858, -1.318], [3.480, -5.770, -1.231], [2.237, -5.318, -0.825], [2.030, -3.977, -0.508], [0.289, -3.326, 0.011], [-0.719, -3.522, -1.637], [-0.113, -3.802, -2.859], [-0.871, -3.836, -4.019], [-2.240, -3.603, -3.967], [-2.846, -3.321, -2.753], [-2.086, -3.263, -1.594], [-0.366, -4.859, 1.034], [-1.297, -5.775, 0.558], [-1.699, -6.843, 1.351], [-1.174, -7.007, 2.623], [-0.243, -6.096, 3.105], [0.152, -5.027, 2.316], [5.156, -2.828, -1.061], [5.510, -5.189, -1.636], [3.631, -6.813, -1.479], [1.406, -6.013, -0.757], [0.956, -3.968, -2.910], [-0.387, -4.028, -4.969], [-2.827, -3.619, -4.877], [-3.905, -3.100, -2.706], [-2.562, -2.987, -0.659], [-1.709, -5.658, -0.437], [-2.425, -7.550, 0.968], [-1.488, -7.841, 3.238], [0.174, -6.217, 4.097], [0.879, -4.317, 2.698], [1.381, 1.698, 0.260], [0.518, 3.444, 0.253], [0.103, 3.752, 2.146], [-0.919, 2.958, 2.673], [-1.212, 2.977, 4.030], [-0.487, 3.796, 4.886], [0.532, 4.587, 4.378], [0.827, 4.557, 3.021], [1.674, 4.835, -0.519], [2.342, 4.528, -1.703], [3.164, 5.455, -2.327], [3.341, 6.714, -1.770], [2.680, 7.038, -0.594], [1.854, 6.106, 0.020], [-1.152, 3.481, -0.757], [-2.297, 4.105, -0.261], [-3.451, 4.191, -1.023], [-3.471, 3.662, -2.307], [-2.340, 3.044, -2.815], [-1.191, 2.946, -2.041], [1.938, 1.545, -0.677], [-1.492, 2.307, 2.017], [-2.007, 2.350, 4.416], [-0.714, 3.813, 5.946], [1.109, 5.223, 5.041], [1.651, 5.159, 2.651], [2.226, 3.548, -2.154], [3.669, 5.192, -3.249], [3.987, 7.438, -2.251], [2.805, 8.020, -0.154], [1.325, 6.392, 0.923], [-2.293, 4.525, 0.740], [-4.335, 4.666, -0.615], [-4.374, 3.717, -2.904], [-2.348, 2.605, -3.805], [-0.330, 2.424, -2.450]],
  "homo_ev": -1.83,
  "homo_lumo_gap_ev": 4.013,
  "fmax_ev_per_a": 0.546,
  "charge": -1,
  "molar_mass_g_mol": 981.55,
  "spin_multiplicity": 1,
  "relative_energy_kcal_mol": 7.1
}



2.
{
  "formula": "C52H43AsBrCrN5O5",
  "method": "ωB97M-V/def2-TZVPD",
  "symbols": ["Cr", "Br", "C", "C", "C", "C", "C", "N", "C", "O", "O", "H", "H", "H", "C", "O", "C", "C", "C", "C", "C", "C", "N", "C", "N", "C", "C", "C", "C", "C", "C", "O", "C", "N", "C", "C", "C", "C", "C", "C", "O", "C", "H", "H", "H", "H", "H", "H", "H", "H", "H", "H", "H", "H", "H", "H", "H", "H", "H", "H", "H", "H", "H", "H", "N", "C", "C", "C", "C", "C", "C", "H", "H", "H", "H", "H", "C", "C", "C", "C", "C", "C", "As", "C", "C", "C", "C", "C", "C", "C", "C", "C", "C", "C", "C", "H", "H", "H", "H", "H", "H", "H", "H", "H", "H", "H", "H", "H"],
  "xyz": [[-0.381, 0.381, -0.210], [-2.729, 1.534, 2.438], [-1.166, 0.608, 2.952], [-1.001, 0.310, 4.294], [0.160, -0.342, 4.680], [1.110, -0.652, 3.723], [0.862, -0.302, 2.407], [-0.274, 0.310, 2.024], [1.879, -0.579, 1.306], [2.872, -1.239, 1.608], [1.593, -0.068, 0.178], [-1.766, 0.591, 5.002], [0.318, -0.596, 5.720], [2.040, -1.149, 3.952], [0.368, 7.795, 1.127], [0.511, 6.770, 0.172], [1.735, 6.162, 0.087], [2.867, 6.567, 0.769], [4.057, 5.858, 0.621], [4.107, 4.755, -0.209], [2.971, 4.349, -0.896], [1.774, 5.034, -0.747], [0.604, 4.609, -1.394], [0.350, 3.197, -1.400], [0.289, 2.715, -2.645], [0.089, 1.395, -3.110], [-0.210, 0.328, -2.277], [-0.435, -0.897, -2.927], [-0.320, -1.057, -4.293], [0.014, 0.028, -5.104], [0.207, 1.256, -4.507], [0.520, 2.411, -5.198], [0.686, 2.301, -6.590], [0.232, 2.498, -0.318], [0.256, 3.162, 0.930], [1.303, 2.931, 1.814], [1.312, 3.503, 3.075], [0.253, 4.308, 3.468], [-0.807, 4.542, 2.604], [-0.811, 3.974, 1.337], [-1.804, 4.160, 0.421], [-3.021, 4.704, 0.885], [-0.663, 8.134, 1.057], [1.037, 8.635, 0.919], [0.561, 7.418, 2.137], [2.831, 7.418, 1.434], [4.936, 6.175, 1.166], [5.025, 4.194, -0.320], [2.994, 3.463, -1.519], [-0.216, 5.135, -1.117], [0.512, 3.394, -3.355], [-0.740, -1.742, -2.318], [-0.500, -2.023, -4.753], [0.104, -0.097, -6.174], [0.954, 3.294, -6.945], [-0.238, 1.979, -7.080], [1.486, 1.598, -6.842], [2.108, 2.289, 1.480], [2.139, 3.314, 3.747], [0.240, 4.752, 4.456], [-1.634, 5.161, 2.925], [-3.733, 4.589, 0.071], [-2.915, 5.767, 1.128], [-3.384, 4.165, 1.763], [-1.956, -0.389, -0.150], [-3.091, -1.043, -0.001], [-4.345, -0.495, -0.405], [-5.523, -1.192, -0.236], [-5.547, -2.462, 0.339], [-4.337, -3.009, 0.762], [-3.148, -2.328, 0.616], [-4.342, 0.484, -0.872], [-6.452, -0.737, -0.568], [-6.477, -3.004, 0.457], [-4.320, -3.991, 1.225], [-2.225, -2.760, 0.987], [4.101, -5.027, -2.585], [3.887, -5.513, -1.304], [2.833, -5.031, -0.539], [1.985, -4.057, -1.050], [2.216, -3.557, -2.329], [3.262, -4.047, -3.097], [0.483, -3.276, -0.063], [-0.882, -4.574, -0.575], [-1.616, -4.600, -1.749], [-2.622, -5.542, -1.913], [-2.900, -6.450, -0.900], [-2.178, -6.424, 0.282], [-1.166, -5.485, 0.452], [-0.343, -5.322, 1.661], [-0.437, -6.078, 2.826], [0.414, -5.814, 3.888], [1.359, -4.798, 3.802], [1.451, -4.027, 2.651], [0.604, -4.291, 1.585], [4.925, -5.402, -3.179], [4.544, -6.270, -0.894], [2.673, -5.423, 0.458], [1.592, -2.761, -2.721], [3.430, -3.648, -4.090], [-1.428, -3.874, -2.532], [-3.205, -5.555, -2.825], [-3.697, -7.173, -1.027], [-2.414, -7.128, 1.071], [-1.168, -6.873, 2.908], [0.339, -6.405, 4.794], [2.020, -4.603, 4.638], [2.180, -3.227, 2.574]],
  "homo_ev": [-2.61, -3.42],
  "homo_lumo_gap_ev": [4.764, 5.569],
  "fmax_ev_per_a": 0.551,
  "charge": -1,
  "s2": 3.91,
  "molar_mass_g_mol": 1024.77,
  "spin_multiplicity": 4,
  "relative_energy_kcal_mol": 0.0
}



3.
{
  "formula": "C52H43BN8O5P2S3TeTi",
  "method": "ωB97M-V/def2-TZVPD",
  "symbols": ["Ti", "O", "S", "C", "C", "C", "C", "C", "C", "P", "C", "C", "C", "C", "C", "C", "C", "C", "C", "C", "C", "C", "C", "C", "C", "C", "C", "C", "P", "C", "C", "C", "C", "C", "C", "C", "C", "C", "C", "C", "C", "H", "H", "H", "H", "H", "H", "H", "H", "H", "H", "H", "H", "H", "H", "H", "H", "H", "H", "H", "H", "H", "H", "H", "H", "H", "H", "H", "H", "C", "C", "N", "N", "C", "B", "N", "C", "C", "C", "N", "N", "C", "C", "C", "N", "N", "C", "C", "C", "N", "H", "H", "H", "H", "H", "H", "H", "H", "H", "H", "H", "H", "O", "S", "O", "O", "O", "Te", "C", "C", "C", "C", "S", "H", "H", "H"],
  "xyz": [[0.324, -0.611, -0.902], [0.090, 0.700, 0.741], [1.222, 1.746, 0.893], [0.905, 2.966, -0.363], [1.876, 3.957, -0.395], [1.719, 5.047, -1.234], [0.580, 5.133, -2.017], [-0.361, 4.112, -2.004], [-0.206, 2.971, -1.217], [-1.442, 1.592, -1.231], [-2.459, 1.655, -2.743], [-2.228, 2.322, -3.942], [-3.101, 2.170, -5.012], [-4.193, 1.325, -4.910], [-4.410, 0.620, -3.734], [-3.551, 0.785, -2.662], [-2.606, 2.293, 0.011], [-3.504, 3.289, -0.380], [-4.349, 3.881, 0.545], [-4.316, 3.481, 1.875], [-3.435, 2.487, 2.270], [-2.584, 1.898, 1.344], [0.730, 2.641, 2.368], [0.289, 3.957, 2.328], [0.035, 4.622, 3.518], [0.236, 3.983, 4.733], [0.640, 2.657, 4.758], [0.882, 1.964, 3.576], [1.234, 0.179, 3.564], [-0.391, -0.521, 3.941], [-0.470, -1.907, 4.080], [-1.687, -2.518, 4.334], [-2.843, -1.753, 4.433], [-2.777, -0.376, 4.276], [-1.556, 0.239, 4.031], [2.225, -0.060, 5.056], [1.722, -0.557, 6.255], [2.557, -0.687, 7.357], [3.891, -0.320, 7.267], [4.400, 0.170, 6.070], [3.572, 0.292, 4.967], [2.752, 3.875, 0.239], [2.470, 5.824, -1.261], [0.421, 5.995, -2.651], [-1.242, 4.218, -2.619], [-1.355, 2.944, -4.077], [-2.913, 2.707, -5.932], [-4.868, 1.205, -5.748], [-5.244, -0.064, -3.652], [-3.734, 0.230, -1.746], [-3.556, 3.598, -1.417], [-5.037, 4.652, 0.225], [-4.981, 3.939, 2.597], [-3.412, 2.163, 3.304], [-1.893, 1.133, 1.666], [0.125, 4.462, 1.388], [-0.317, 5.645, 3.489], [0.067, 4.512, 5.662], [0.773, 2.149, 5.706], [0.424, -2.514, 3.994], [-1.734, -3.593, 4.447], [-3.793, -2.232, 4.634], [-3.677, 0.221, 4.352], [-1.511, 1.315, 3.914], [0.680, -0.842, 6.332], [2.162, -1.074, 8.287], [4.538, -0.419, 8.128], [5.443, 0.446, 5.994], [3.976, 0.659, 4.029], [-3.371, -2.323, 0.708], [-2.206, -1.579, 0.862], [-1.432, -1.703, -0.216], [-2.074, -2.528, -1.071], [-3.245, -2.908, -0.537], [-1.454, -2.949, -2.436], [0.009, -3.450, -2.209], [0.620, -4.521, -2.746], [1.983, -4.368, -2.612], [2.130, -3.134, -1.983], [0.943, -2.587, -1.738], [-1.281, -1.721, -3.361], [-1.421, -1.595, -4.695], [-0.663, -0.525, -5.119], [-0.055, -0.041, -3.962], [-0.433, -0.757, -2.911], [-2.310, -4.061, -2.995], [-2.440, -5.306, -2.466], [-3.372, -5.984, -3.208], [-3.771, -5.054, -4.187], [-3.137, -3.904, -4.055], [-4.186, -2.423, 1.402], [-1.878, -0.976, 1.694], [-3.904, -3.572, -1.072], [0.046, -5.313, -3.196], [2.756, -5.043, -2.933], [3.035, -2.615, -1.712], [-2.058, -2.275, -5.230], [-0.562, -0.153, -6.122], [0.629, 0.782, -3.825], [-1.869, -5.604, -1.600], [-3.713, -6.995, -3.069], [-4.492, -5.178, -4.980], [4.828, 1.957, -2.632], [3.933, 0.786, -1.888], [4.159, 0.843, -0.478], [1.638, 0.279, -1.474], [3.346, 2.144, -2.505], [2.177, -1.801, 1.009], [1.534, -3.730, 1.334], [2.391, -4.742, 1.705], [1.757, -6.006, 1.762], [0.434, -5.933, 1.435], [-0.044, -4.342, 1.050], [3.433, -4.577, 1.936], [2.258, -6.924, 2.032], [-0.284, -6.737, 1.413]],
  "homo_ev": [-9.73, -10.53],
  "homo_lumo_gap_ev": [7.406, 6.561],
  "fmax_ev_per_a": 2.441,
  "charge": 1,
  "s2": 0.76,
  "molar_mass_g_mol": 1204.39,
  "spin_multiplicity": 2,
  "relative_energy_kcal_mol": 58.7
}



4.
{
  "formula": "C52H44MoN10O7S",
  "method": "ωB97M-V/def2-TZVPD",
  "symbols": ["Mo", "O", "C", "O", "C", "C", "C", "N", "C", "C", "C", "C", "C", "C", "C", "N", "C", "C", "C", "C", "C", "N", "H", "H", "H", "H", "H", "H", "H", "H", "H", "H", "N", "C", "C", "C", "C", "C", "C", "C", "C", "C", "C", "C", "C", "C", "H", "H", "H", "H", "H", "H", "H", "H", "H", "H", "C", "C", "C", "C", "C", "C", "N", "C", "C", "C", "C", "C", "C", "C", "O", "O", "C", "C", "H", "H", "H", "H", "H", "H", "H", "H", "H", "H", "H", "H", "H", "H", "N", "C", "C", "C", "C", "C", "C", "S", "O", "O", "O", "H", "H", "H", "H", "H", "H", "N", "C", "N", "N", "C", "N", "H", "H", "H", "H"],
  "xyz": [[-0.103, -1.144, 0.322], [0.819, -7.887, 1.733], [1.747, -7.093, 1.800], [2.947, -7.190, 2.024], [1.287, -5.586, 1.580], [-0.066, -5.267, 1.558], [-0.464, -3.952, 1.387], [0.432, -2.938, 1.152], [1.765, -3.244, 1.337], [2.202, -4.548, 1.556], [2.589, -2.073, 1.354], [3.972, -2.066, 1.582], [4.627, -0.864, 1.710], [3.877, 0.316, 1.636], [2.529, 0.233, 1.384], [1.873, -0.923, 1.204], [-1.807, -3.449, 1.496], [-2.930, -4.199, 1.859], [-4.139, -3.557, 2.005], [-4.189, -2.177, 1.806], [-3.041, -1.503, 1.443], [-1.868, -2.118, 1.279], [-0.779, -6.066, 1.678], [3.247, -4.779, 1.690], [4.496, -3.004, 1.656], [5.693, -0.826, 1.867], [4.345, 1.279, 1.766], [1.932, 1.132, 1.333], [-2.831, -5.259, 2.031], [-5.024, -4.109, 2.280], [-5.111, -1.636, 1.936], [-3.057, -0.431, 1.283], [-1.419, -1.068, -1.007], [-2.039, -0.750, -2.065], [-3.455, -1.067, -2.305], [-4.191, -0.337, -3.242], [-5.524, -0.625, -3.460], [-6.144, -1.649, -2.763], [-5.415, -2.400, -1.854], [-4.083, -2.116, -1.627], [-1.344, -0.067, -3.201], [-1.057, 1.293, -3.204], [-0.405, 1.855, -4.290], [0.011, 1.066, -5.351], [-0.312, -0.279, -5.364], [-1.007, -0.836, -4.307], [-3.722, 0.467, -3.791], [-6.081, -0.055, -4.187], [-7.187, -1.866, -2.932], [-5.888, -3.219, -1.334], [-3.502, -2.715, -0.940], [-1.380, 1.916, -2.381], [-0.222, 2.921, -4.310], [0.583, 1.493, -6.157], [-0.023, -0.896, -6.199], [-1.297, -1.877, -4.330], [-3.073, 6.349, 3.241], [-2.173, 5.236, 2.785], [-2.219, 4.823, 1.458], [-1.386, 3.821, 0.999], [-0.495, 3.213, 1.859], [-0.464, 3.577, 3.201], [0.453, 2.997, 4.079], [0.940, 1.715, 4.162], [2.135, 1.524, 4.873], [2.674, 0.272, 5.069], [2.022, -0.850, 4.577], [0.847, -0.684, 3.868], [0.306, 0.577, 3.640], [-0.963, 0.626, 2.825], [-2.029, 0.996, 3.266], [-0.788, 0.207, 1.610], [-1.295, 4.607, 3.669], [-1.194, 5.025, 5.108], [-3.702, 6.686, 2.422], [-2.494, 7.199, 3.601], [-3.724, 6.027, 4.052], [-2.917, 5.299, 0.784], [-1.421, 3.507, -0.035], [0.178, 2.458, 1.480], [0.833, 3.622, 4.774], [2.632, 2.392, 5.283], [3.597, 0.167, 5.620], [2.426, -1.836, 4.751], [0.301, -1.552, 3.510], [-1.100, 4.154, 5.756], [-2.068, 5.587, 5.417], [-0.319, 5.664, 5.254], [1.018, -2.437, -1.378], [1.872, -1.814, -2.368], [2.906, -0.964, -1.996], [3.646, -0.319, -2.976], [3.381, -0.567, -4.310], [2.421, -1.484, -4.678], [1.666, -2.118, -3.707], [4.076, 0.480, -5.626], [3.738, -0.193, -6.860], [5.479, 0.651, -5.315], [3.275, 1.699, -5.390], [1.548, -3.204, -0.948], [0.250, -2.873, -1.897], [3.134, -0.804, -0.954], [4.452, 0.355, -2.720], [2.307, -1.686, -5.732], [0.915, -2.848, -3.975], [2.332, 2.760, -3.360], [1.912, 3.316, -2.244], [1.998, 4.641, -2.052], [1.390, 2.638, -1.232], [1.045, 1.448, -1.067], [0.685, 0.398, -0.697], [2.781, 3.228, -4.142], [2.314, 1.761, -3.545], [2.429, 5.247, -2.726], [1.644, 5.018, -1.189]],
  "homo_ev": [-7.96, -8.09],
  "homo_lumo_gap_ev": [6.201, 5.842],
  "fmax_ev_per_a": 3.109,
  "charge": 0,
  "s2": 2.03,
  "molar_mass_g_mol": 1048.99,
  "spin_multiplicity": 3,
  "relative_energy_kcal_mol": 0.0
}